Record 1
C52H38InN9O6Si | ωB97M-V/def2-TZVPD

Summary:
* HOMO-LUMO gap: 6.65 eV
* energy: -3428.41043 Ha
* max |F|: 0.7 eV/Å
* total charge: 0
* spin multiplicity: 1

Last column: Mulliken charge in e.
Element x y z (Å)
In1 0.63871 -0.70283 2.10450  0.966
O1 0.16698 4.40652 -0.63387  -0.697
C1 -0.07809 3.17674 -0.05075  0.601
O2 0.70519 2.16702 -0.53965  0.005
C2 0.05826 3.33163 1.46488  -0.478
C3 0.54955 4.51031 2.00434  -0.868
C4 0.67081 4.59741 3.38450  -0.696
C5 0.32058 3.50678 4.15090  -0.664
C6 -0.12946 2.34958 3.51762  0.483
N1 -0.26561 2.26874 2.19562  0.315
C7 -0.46454 1.12548 4.40664  0.030
O3 -0.37811 1.31348 5.61675  -0.761
O4 -0.77349 0.04918 3.80938  -0.543
H1 0.11234 4.32368 -1.59528  0.397
H2 0.80653 5.33590 1.36153  0.553
H3 1.03562 5.50939 3.83976  0.452
H4 0.39687 3.49787 5.22733  0.547
C8 -3.57177 -2.60398 1.17522  -0.673
C9 -2.59156 -1.91279 1.87023  -0.292
N2 -1.38849 -2.43905 2.05169  -0.108
C10 -1.13735 -3.64859 1.55392  0.187
C11 -2.14134 -4.33745 0.87393  -0.129
N3 -3.34643 -3.81943 0.68455  -0.623
C12 0.23960 -4.17207 1.75125  0.300
C13 0.64782 -5.41597 1.28304  -0.629
C14 1.96220 -5.81717 1.49313  0.516
C15 2.81835 -4.95465 2.16921  -0.645
C16 2.33147 -3.72934 2.61156  0.362
N4 1.07005 -3.36401 2.40164  -0.341
C17 3.17416 -2.74680 3.33885  0.215
C18 4.56031 -2.85536 3.45154  -0.148
N5 5.28690 -1.96410 4.10920  -0.648
C19 4.64153 -0.93048 4.64133  -0.413
C20 3.27022 -0.78551 4.50178  -0.266
N6 2.54478 -1.69615 3.86541  -0.348
C21 2.44236 -7.13233 1.01328  0.417
C22 3.71313 -7.27066 0.46244  -0.507
C23 4.12821 -8.52235 0.03785  -0.374
N7 3.37553 -9.61483 0.12686  -0.621
C24 2.15976 -9.47839 0.64657  -0.387
C25 1.64944 -8.27160 1.09873  -0.489
H5 -4.55858 -2.19029 1.00968  0.475
H6 -2.75041 -0.93119 2.30365  0.597
H7 -1.98944 -5.32845 0.46527  0.396
H8 -0.02951 -6.06462 0.74702  0.559
H9 3.83311 -5.26232 2.37672  0.642
H10 5.10817 -3.67612 3.00556  0.360
H11 5.23839 -0.20757 5.18315  0.419
H12 2.73360 0.06390 4.91009  0.492
H13 4.35800 -6.40924 0.34747  0.458
H14 5.11211 -8.65978 -0.39644  0.369
H15 1.56618 -10.38356 0.70845  0.369
H16 0.66006 -8.22449 1.53479  0.473
C26 2.21259 4.82769 -4.97967  -0.437
C27 1.50512 3.63582 -4.89242  -0.691
C28 1.56796 2.87913 -3.73136  0.086
C29 2.33156 3.29942 -2.63777  0.152
C30 3.04386 4.49401 -2.74885  -0.305
C31 2.98632 5.25315 -3.90870  -0.628
Si1 2.28761 2.31272 -1.03915  -0.178
C32 2.77032 0.53611 -1.28969  0.324
C33 4.12135 0.19262 -1.38451  -0.521
C34 4.50663 -1.12539 -1.57305  -0.783
C35 3.54233 -2.11896 -1.67981  -0.493
C36 2.19609 -1.79109 -1.59438  -0.598
C37 1.81137 -0.47308 -1.39631  0.407
H17 2.16610 5.42220 -5.88306  0.394
H18 0.91493 3.29356 -5.73344  0.448
H19 1.01958 1.94356 -3.66847  0.334
H20 3.64517 4.83687 -1.91376  0.374
H21 3.54617 6.17716 -3.97888  0.406
H22 3.09158 3.03616 -0.03437  -0.311
H23 4.87786 0.96847 -1.31814  0.379
H24 5.55725 -1.38097 -1.63041  0.407
H25 3.84608 -3.14864 -1.82274  0.460
H26 1.44185 -2.56391 -1.67731  0.532
H27 0.75751 -0.22625 -1.32151  0.393
O5 -2.11104 -1.47874 -1.60236  -0.710
C38 -2.33025 -0.31557 -1.36733  -0.730
N8 -3.54805 0.30997 -1.44141  0.228
C39 -3.42621 1.73788 -1.27775  3.370
C40 -1.95702 1.74527 -0.81516  -0.617
O6 -1.46449 2.88665 -0.38578  0.639
N9 -1.36452 0.62381 -0.94059  0.264
C41 -3.59068 2.43942 -2.64857  -0.549
C42 -4.71912 2.12830 -3.40248  -0.555
C43 -4.94062 2.73030 -4.62904  -0.953
C44 -4.03826 3.66147 -5.12380  -0.553
C45 -2.91619 3.98208 -4.37937  -0.964
C46 -2.69640 3.37670 -3.14856  0.211
C47 -4.43316 2.36197 -0.31707  -0.474
C48 -4.26934 3.66904 0.13763  -0.203
C49 -5.23029 4.25469 0.94596  -1.057
C50 -6.38001 3.55783 1.29048  -0.488
C51 -6.55944 2.26745 0.82183  -0.863
C52 -5.59059 1.67365 0.02467  -0.281
H28 -4.36775 -0.16560 -1.76961  0.358
H29 -5.44157 1.41393 -3.02577  0.356
H30 -5.82150 2.47078 -5.20191  0.403
H31 -4.21132 4.12983 -6.08372  0.399
H32 -2.20174 4.70358 -4.75568  0.492
H33 -1.81903 3.64805 -2.58544  0.464
H34 -3.39294 4.23852 -0.13151  0.490
H35 -5.08457 5.26575 1.30330  0.432
H36 -7.13123 4.01785 1.91888  0.400
H37 -7.45666 1.71646 1.07280  0.410
H38 -5.74591 0.65827 -0.31773  0.326

***

Record 2
C2H3NO | ωB97M-V/def2-TZVPD

Summary:
* ΔE to the lowest compared entry with this formula, charge and spin: 87.18 kcal per mole
* HOMO-LUMO gap: 8.72 eV
* energy: -207.85874 Ha
* max |F|: 3.5 eV/Å
* total charge: 0
* spin multiplicity: 1

Last column: Mulliken charge in e.
Element x y z (Å)
N1 -1.38859 -0.34819 -0.71203  -0.548
C1 0.73095 -0.05179 0.01541  -0.098
C2 -0.41961 -0.80494 0.03377  0.056
O1 1.05189 1.00500 0.70334  -0.363
H1 1.88870 1.39787 0.39778  0.434
H2 -1.47075 0.66857 -0.70382  0.216
H3 -0.39259 -1.86653 0.26556  0.303

***

Record 3
C54H87AsN3O3STi | ωB97M-V/def2-TZVPD

Summary:
* HOMO-LUMO gap: 6.87 eV
* energy: -5983.50556 Ha
* max |F|: 0.7 eV/Å
* total charge: -1
* spin multiplicity: 1

Last column: Mulliken charge in e.
Element x y z (Å)
Ti1 0.62461 -0.12848 -0.47892  0.348
C1 -6.66314 1.25624 -3.92458  -1.689
C2 -5.57037 0.67117 -4.83055  2.253
C3 -6.00541 -0.72259 -5.30525  -1.689
C4 -5.43930 1.57445 -6.05787  -2.203
C5 -4.26156 0.55694 -4.05260  -0.631
C6 -4.20808 -0.17167 -2.87020  -0.717
C7 -3.03516 -0.30378 -2.15081  0.327
C8 -3.05154 -1.02529 -0.83981  -0.280
N1 -2.26951 -2.25090 -0.78980  0.738
C9 -2.59859 -3.02674 0.37143  -1.562
C10 -2.01176 -2.41183 1.64235  -1.103
N2 -0.63444 -1.97817 1.47022  1.618
C11 0.26469 -3.09903 1.23050  -1.138
C12 0.39222 -3.54188 -0.23195  -1.968
N3 0.56811 -2.47251 -1.25298  1.247
C13 -0.36504 -2.70170 -2.38047  -0.926
C14 -1.85220 -2.91201 -1.99498  -1.591
C15 1.93794 -2.56489 -1.81578  -2.213
C16 3.06319 -2.56608 -0.81064  0.291
C17 4.13290 -3.40209 -1.08949  -0.362
C18 5.26459 -3.44904 -0.28687  -0.207
C19 5.25428 -2.62295 0.82725  -0.590
C20 4.20656 -1.76927 1.16994  0.437
C21 3.06570 -1.73550 0.33143  -0.391
O1 2.01160 -0.98629 0.59727  1.531
C22 4.45597 -0.90378 2.42061  2.694
C23 5.73674 -0.07828 2.18931  -1.916
C24 3.34120 0.07847 2.78509  -2.154
C25 4.66434 -1.81632 3.64019  -1.851
C26 6.42426 -4.39991 -0.57682  2.020
C27 7.75505 -3.82632 -0.07556  -1.877
C28 6.16409 -5.73596 0.13474  -1.670
C29 6.56180 -4.66287 -2.08159  -1.912
C30 -0.17914 -1.18387 2.61817  0.039
C31 -1.01488 0.04010 2.86896  -0.347
C32 -1.70306 0.15343 4.07071  -0.145
C33 -2.51668 1.23960 4.34323  -0.429
C34 -2.64694 2.18928 3.33109  -0.427
C35 -1.99842 2.12344 2.10451  0.236
C36 -1.10455 1.03971 1.88383  -0.133
O2 -0.41224 0.92655 0.75669  -0.110
C37 -2.31728 3.15826 1.01533  2.811
C38 -2.87466 2.43618 -0.21761  -1.090
C39 -1.06556 3.93042 0.59885  -0.952
C40 -3.36473 4.18082 1.46729  -2.764
C41 -3.26546 1.42407 5.66076  1.843
C42 -2.76763 2.69919 6.35594  -1.606
C43 -4.77226 1.55270 5.39442  -1.638
C44 -3.05181 0.24570 6.61152  -2.161
C45 -1.83188 0.28403 -2.58841  -0.579
O3 -0.74674 0.07265 -1.86672  2.047
C46 -1.86831 1.06033 -3.77235  -0.611
C47 -3.07659 1.15617 -4.46312  -0.270
C48 -0.63260 1.80130 -4.28558  2.816
C49 -0.19551 2.82548 -3.22861  -1.323
C50 0.47718 0.79080 -4.60154  -1.502
C51 -0.90681 2.58474 -5.57446  -2.748
H1 -7.60096 1.36318 -4.47711  0.456
H2 -6.36503 2.23832 -3.55322  0.353
H3 -6.85105 0.61617 -3.06198  0.314
H4 -6.95076 -0.66633 -5.85280  0.452
H5 -6.14092 -1.40036 -4.46130  0.324
H6 -5.24890 -1.15380 -5.96364  0.348
H7 -6.40543 1.64747 -6.56302  0.437
H8 -4.71603 1.17705 -6.77235  0.392
H9 -5.12697 2.58258 -5.77936  0.396
H10 -5.10010 -0.65369 -2.48121  0.489
H11 -4.10462 -1.25401 -0.59427  0.627
H12 -2.68420 -0.35167 -0.05686  -0.658
H13 -2.24489 -4.05151 0.25632  0.380
H14 -3.69418 -3.09275 0.50957  0.620
H15 -2.08206 -3.15959 2.45545  0.355
H16 -2.61022 -1.55377 1.95016  0.432
H17 -0.04702 -3.98731 1.81022  0.751
H18 1.24914 -2.82006 1.59271  0.140
H19 -0.46890 -4.13665 -0.51465  0.413
H20 1.24873 -4.22356 -0.27222  0.913
H21 -0.04078 -3.60467 -2.92345  0.794
H22 -0.26443 -1.86080 -3.06274  0.080
H23 -2.04374 -3.98581 -1.89639  0.581
H24 -2.44832 -2.57902 -2.84972  0.453
H25 2.05990 -1.73333 -2.51426  0.639
H26 2.01442 -3.50279 -2.38639  0.550
H27 4.06401 -4.02740 -1.97260  0.310
H28 6.12087 -2.62602 1.47387  -0.105
H29 5.69420 0.43695 1.23047  0.390
H30 6.63045 -0.70432 2.19387  0.414
H31 5.84868 0.67063 2.97751  0.423
H32 3.10811 0.75835 1.96900  -0.223
H33 3.66670 0.66513 3.64934  0.704
H34 2.42972 -0.44106 3.06649  0.507
H35 5.52159 -2.47942 3.51668  0.281
H36 3.78011 -2.43471 3.81033  0.320
H37 4.83200 -1.20978 4.53446  0.503
H38 7.79069 -3.76979 1.01293  0.331
H39 7.92325 -2.82426 -0.47415  0.397
H40 8.57969 -4.46802 -0.39458  0.458
H41 6.10606 -5.59033 1.21509  0.320
H42 6.96422 -6.45203 -0.07566  0.463
H43 5.21801 -6.16798 -0.19671  0.328
H44 6.59435 -3.72661 -2.64114  0.401
H45 5.73355 -5.25946 -2.46584  0.344
H46 7.48240 -5.21660 -2.27958  0.456
H47 0.83547 -0.88543 2.37833  -1.813
H48 -0.14377 -1.79390 3.53820  0.735
H49 -1.58418 -0.64827 4.78992  0.491
H50 -3.30931 3.02367 3.51157  0.474
H51 -2.11882 1.78576 -0.64955  -0.839
H52 -3.17335 3.16075 -0.98056  0.641
H53 -3.74998 1.83430 0.04214  0.392
H54 -0.31861 3.25637 0.19039  -0.732
H55 -0.63563 4.46374 1.45156  0.354
H56 -1.32027 4.66520 -0.17115  0.374
H57 -4.31587 3.70827 1.72356  0.458
H58 -3.54933 4.87301 0.64335  0.464
H59 -3.02366 4.76844 2.32305  0.422
H60 -2.91434 3.57509 5.72281  0.281
H61 -1.70162 2.62164 6.57736  0.339
H62 -3.30651 2.86141 7.29386  0.468
H63 -4.99789 2.42861 4.78537  0.305
H64 -5.31941 1.64760 6.33645  0.461
H65 -5.14315 0.67256 4.86574  0.347
H66 -1.99946 0.13317 6.87832  0.362
H67 -3.39521 -0.69101 6.16829  0.372
H68 -3.61648 0.41051 7.53204  0.439
H69 -3.08989 1.74267 -5.36732  0.699
H70 0.03594 2.35514 -2.27822  -0.434
H71 -0.99251 3.56120 -3.08167  0.321
H72 0.70439 3.35038 -3.56024  0.450
H73 0.72420 0.19212 -3.72912  -0.218
H74 1.38922 1.31002 -4.90648  0.361
H75 0.15984 0.13739 -5.42034  0.323
H76 -1.68540 3.33836 -5.43604  0.434
H77 -1.19357 1.93156 -6.40250  0.457
H78 0.00938 3.10378 -5.86449  0.470
C52 2.13947 3.61730 2.66514  -1.282
As1 2.31404 3.57318 0.69837  0.820
C53 4.22771 3.15239 0.58082  -1.018
C54 2.56045 5.52373 0.51272  -1.290
S1 2.17495 0.88598 -1.54629  -0.736
H79 1.88655 2.62574 3.03977  0.167
H80 1.32386 4.29375 2.92410  0.477
H81 3.05862 3.96271 3.14301  0.478
H82 4.80492 3.61743 1.38276  0.359
H83 4.58994 3.51058 -0.38395  0.450
H84 4.35765 2.07388 0.59634  -0.035
H85 3.33338 5.90281 1.18511  0.372
H86 1.61755 6.02719 0.73068  0.350
H87 2.84217 5.75054 -0.51612  0.354

***

Record 4
C2H3NOS3 | ωB97M-V/def2-TZVPD

Summary:
* ΔE to the lowest compared entry with this formula, charge and spin: 75.55 kcal per mole
* HOMO-LUMO gap: 7.72 eV
* energy: -1402.43236 Ha
* max |F|: 3.0 eV/Å
* SMILES: ONC(=S)C(=S)S
* total charge: 0
* spin multiplicity: 1

Last column: Mulliken charge in e.
Element x y z (Å)
O1 -1.39642 0.87632 -1.08156  -0.368
N1 -0.32026 1.55488 -0.56880  -0.097
C1 0.81544 0.97514 -0.07173  0.230
S1 2.20305 1.75314 0.41784  -0.276
C2 0.67563 -0.87335 -0.09125  0.179
S2 -0.59437 -1.82771 0.33533  -0.308
S3 2.09870 -1.59928 -0.63081  -0.082
H1 -1.71565 0.07822 -0.61691  0.316
H2 -0.44256 2.58727 -0.83842  0.259
H3 1.52845 -2.73147 -0.75486  0.147

***

Record 5
C3H3NO4 | ωB97M-V/def2-TZVPD

Summary:
* ΔE to the lowest compared entry with this formula, charge and spin: 116.63 kcal per mole
* HOMO-LUMO gap: 9.42 eV
* energy: -471.68731 Ha
* max |F|: 6.2 eV/Å
* SMILES: O=C(O)C1=NOCO1
* total charge: 0
* spin multiplicity: 1

Last column: Mulliken charge in e.
Element x y z (Å)
O1 0.99585 -1.35470 -1.58311  -0.511
C1 0.27481 -0.29433 -1.56567  0.451
O2 -0.06854 0.48066 -2.63699  -0.419
C2 -0.41418 0.12310 -0.28454  0.610
N1 -0.83779 1.22122 0.20151  -0.402
O3 -0.86040 1.08801 1.59360  -0.164
C3 -0.05599 0.02412 2.00630  0.015
O4 -0.32239 -0.87658 0.56596  -0.402
H1 0.64706 0.33326 -3.34265  0.384
H2 1.12483 0.02827 2.23922  0.242
H3 -0.48325 -0.77304 2.80636  0.195

***

Record 6
C24H49N4O4P3STb | ωB97M-V/def2-TZVPD

Summary:
* ΔE to the lowest compared entry with this formula, charge and spin: 0.00 kcal per mole
* HOMO-LUMO gap (spin up / spin down): 6.62 / 6.51 eV
* energy: -3710.83471 Ha
* max |F|: 1.4 eV/Å
* total charge: -1
* spin multiplicity: 7

Last column: Mulliken charge in e.
Element x y z (Å)
Tb1 -0.38462 -0.85653 -1.09164  -0.155
N1 -1.28069 -1.37984 1.48888  -0.234
C1 -1.32994 -2.83849 1.69145  -0.477
C2 -0.19052 -3.55044 0.95558  0.288
O1 0.14657 -4.67596 1.34890  -0.805
N2 0.27843 -2.85143 -0.07191  0.546
C3 1.37831 -3.43701 -0.82912  -0.806
C4 2.22938 -2.36993 -1.53593  0.402
O2 3.32302 -2.68945 -1.97158  -0.801
O3 1.70590 -1.17645 -1.60861  -0.337
H1 -0.48102 -1.00294 1.98294  -0.073
H2 -2.09949 -0.93092 1.87436  0.291
H3 -2.27472 -3.21136 1.28607  0.061
H4 -1.27899 -3.14231 2.73667  0.406
H5 1.01091 -4.11377 -1.61196  0.307
H6 2.03254 -4.03258 -0.19759  0.551
C5 -1.47807 -3.83974 -3.97481  -1.420
P1 -1.97874 -3.21704 -2.32072  1.326
C6 -2.11684 -4.81181 -1.41146  -1.596
C7 -3.77843 -2.90745 -2.64657  -1.103
C8 -4.44957 -2.26794 -1.42075  -1.210
P2 -3.43053 -0.79076 -0.96449  1.915
C9 -4.41680 -0.07030 0.40886  -1.598
C10 -3.95024 0.32629 -2.33358  -1.561
H7 -2.17700 -4.59506 -4.34032  0.420
H8 -0.47906 -4.27523 -3.90650  0.367
H9 -1.43675 -3.00818 -4.67911  0.282
H10 -2.58209 -5.57497 -2.03948  0.473
H11 -2.71713 -4.67655 -0.50885  0.340
H12 -1.12803 -5.14732 -1.09072  0.357
H13 -4.25839 -3.84393 -2.93670  0.591
H14 -3.83273 -2.22953 -3.50419  0.397
H15 -4.44008 -2.96863 -0.57734  0.341
H16 -5.49062 -1.99964 -1.61767  0.518
H17 -5.41670 0.21346 0.07504  0.452
H18 -3.88812 0.81659 0.77059  0.342
H19 -4.50360 -0.79227 1.22686  0.361
H20 -4.99859 0.16258 -2.59477  0.427
H21 -3.32288 0.16852 -3.21068  0.173
H22 -3.79847 1.35236 -2.00358  0.361
S1 -1.61025 -0.19863 -6.02113  -0.444
C11 -1.08698 -0.37839 -4.49681  0.315
N3 -0.74572 -0.53551 -3.38591  -0.624
C12 3.32026 3.96949 0.21183  -1.688
C13 1.95612 3.34034 -0.09651  2.235
C14 0.87640 4.43082 0.03566  -1.837
C15 1.94231 2.83229 -1.55157  -1.738
P3 1.46843 1.93537 1.07275  -1.277
N4 0.32342 1.01624 0.40647  2.064
C16 0.98364 2.71013 2.76013  2.310
C17 -0.38315 3.43468 2.72955  -1.460
C18 0.82631 1.52983 3.74007  -1.843
C19 1.99596 3.71783 3.31943  -2.063
C20 2.93897 0.76443 1.30232  2.743
C21 3.66207 0.58344 -0.04373  -2.037
C22 2.42483 -0.62770 1.70911  -2.037
C23 3.98941 1.23698 2.31294  -2.225
H23 3.48111 4.79567 -0.48883  0.508
H24 4.14506 3.26937 0.08401  0.256
H25 3.36931 4.37953 1.22038  0.261
H26 0.97980 5.12611 -0.80252  0.646
H27 0.99574 5.00198 0.95802  0.270
H28 -0.13386 4.01341 0.00681  0.250
H29 1.82954 3.69371 -2.21573  0.540
H30 1.11520 2.16200 -1.74931  0.255
H31 2.86185 2.32020 -1.82476  0.283
H32 -1.08171 2.96442 2.04128  0.108
H33 -0.27679 4.48637 2.45903  0.372
H34 -0.80827 3.40064 3.73993  0.534
H35 0.10584 0.80177 3.35687  0.282
H36 0.43894 1.91616 4.68717  0.624
H37 1.76371 1.02141 3.95341  0.291
H38 2.00623 4.63805 2.73354  0.334
H39 3.01079 3.34142 3.39048  0.230
H40 1.66964 3.98649 4.33012  0.525
H41 2.98726 0.29807 -0.84448  0.126
H42 4.37811 -0.23605 0.07175  0.645
H43 4.22698 1.46798 -0.33271  0.315
H44 1.76848 -1.04093 0.95160  0.301
H45 1.90913 -0.64082 2.66783  0.255
H46 3.28857 -1.29581 1.78730  0.621
H47 4.35866 2.23849 2.08525  0.320
H48 4.84163 0.55388 2.24986  0.561
H49 3.63768 1.21724 3.34326  0.323
O4 -1.50439 0.99378 -0.84445  -0.444
C24 -0.96186 1.59981 0.13471  -1.107